62
Properties=species:S:1:pos:R:3:forces:R:3:nbo_charge:R:1 method="wB97M-V/def2-TZVPD" total_energy_ev=-59465.8254 molar_mass_g_mol=623.63 s2=0.76 homo_energy_ev="-7.8 / -8.0" multiplicity=2 e_lumo_ha="-0.0104 / -0.0327"
Ru -0.783497 -0.084030 -0.298983 0.10 -0.02 -0.14 1.021
O -1.785247 1.583037 -0.190814 -0.01 0.02 0.02 -0.642
C -2.288967 2.049825 0.935081 0.00 0.01 -0.01 0.445
C -3.327534 2.994174 0.841027 0.00 0.00 0.00 -0.290
C -3.877287 3.561986 1.964606 0.00 0.00 -0.01 -0.164
C -3.403710 3.232197 3.239459 0.00 0.00 0.01 -0.267
C -2.378152 2.327190 3.350622 0.00 0.00 0.00 -0.136
C -1.804419 1.711372 2.222651 -0.01 -0.01 0.00 -0.248
C -0.717592 0.794912 2.463230 0.00 0.01 0.00 0.149
N -0.165758 0.062453 1.564585 0.03 0.03 0.03 -0.244
N 0.877975 -0.772858 1.945594 0.00 0.01 0.01 -0.403
C 1.106160 -1.652296 1.017692 -0.02 0.02 -0.11 0.560
O 0.443403 -1.713927 -0.106435 0.01 -0.02 0.06 -0.722
C 2.198206 -2.636935 1.211564 -0.01 0.00 0.00 -0.064
C 3.032307 -2.564496 2.325583 0.00 0.00 -0.01 -0.181
C 4.070295 -3.468671 2.471837 0.00 0.00 0.00 -0.221
C 4.284901 -4.448066 1.509156 0.00 0.00 0.00 -0.199
C 3.454240 -4.524016 0.401250 0.00 0.00 0.00 -0.218
C 2.410955 -3.621929 0.251605 0.02 0.01 0.00 -0.198
H -3.679918 3.247438 -0.149891 0.00 0.00 0.00 0.225
H -4.685340 4.274899 1.858394 0.00 0.00 0.00 0.214
H -3.835174 3.684826 4.121270 0.00 0.00 0.00 0.216
H -1.990843 2.065350 4.328556 0.00 0.00 0.00 0.208
H -0.326817 0.701832 3.472487 0.00 0.00 0.00 0.207
H 2.856240 -1.794275 3.063458 0.00 0.00 0.00 0.234
H 4.716446 -3.410037 3.338160 0.00 0.00 0.00 0.214
H 5.098277 -5.152799 1.626062 0.00 0.00 0.00 0.213
H 3.613975 -5.286777 -0.349640 0.00 0.00 0.00 0.218
H 1.756094 -3.685873 -0.606748 -0.01 0.01 -0.01 0.236
O -3.516450 -2.144556 -1.714330 0.01 0.01 -0.01 -0.320
N -2.638463 -1.483303 -1.264340 -0.04 0.00 0.04 0.719
O -1.723642 -0.936587 -1.988564 0.03 0.05 0.04 -0.476
O -2.501952 -1.249337 -0.010360 -0.04 -0.03 -0.01 -0.453
C 5.079140 2.747798 -3.327166 -0.01 -0.02 0.00 -0.617
C 3.707648 3.116543 -2.776383 0.00 0.02 0.01 -0.409
C 2.570062 2.422964 -3.513520 -0.01 -0.02 0.04 -0.220
N 2.550461 0.977692 -3.300251 -0.02 0.05 -0.05 -0.573
C 1.868054 0.354185 -2.344212 0.14 0.11 0.14 0.363
S 0.996887 1.260639 -1.189530 -0.15 -0.09 -0.07 -0.050
N 1.883542 -0.999893 -2.293379 -0.18 -0.16 0.08 -0.674
C 2.633688 -1.924636 -3.040539 -0.06 0.02 -0.11 0.672
O 2.165412 -3.003256 -3.301731 0.02 0.01 0.06 -0.521
C 4.038541 -1.563810 -3.394055 0.03 -0.07 0.04 -0.122
C 4.553118 -1.968284 -4.621459 0.00 -0.01 0.00 -0.184
C 5.880111 -1.711004 -4.927813 0.00 0.01 0.00 -0.213
C 6.697339 -1.082744 -3.996993 0.00 0.00 0.01 -0.190
C 6.188592 -0.699417 -2.763009 0.01 -0.06 0.01 -0.205
C 4.854433 -0.925473 -2.463729 0.05 -0.06 0.02 -0.213
H 5.874201 3.249290 -2.775452 0.00 0.01 0.00 0.218
H 5.168480 3.037964 -4.376518 0.00 0.00 -0.01 0.203
H 5.262765 1.673343 -3.258460 -0.03 0.09 -0.02 0.206
H 3.549567 4.194584 -2.855365 0.00 0.00 0.00 0.213
H 3.636564 2.867518 -1.714812 0.00 0.00 0.00 0.215
H 2.661487 2.578270 -4.590476 0.01 0.01 0.01 0.203
H 1.605582 2.813406 -3.196138 -0.02 0.01 -0.01 0.238
H 3.138712 0.417730 -3.898418 -0.05 0.03 -0.01 0.417
H 1.212194 -1.424497 -1.632021 0.19 0.06 -0.07 0.474
H 3.909151 -2.489672 -5.317851 0.00 0.00 0.00 0.235
H 6.281252 -2.012982 -5.886036 0.00 0.00 0.00 0.223
H 7.737045 -0.896050 -4.232089 0.00 0.00 0.00 0.221
H 6.830792 -0.222876 -2.034233 0.00 0.00 0.00 0.224
H 4.448823 -0.629534 -1.503166 0.00 0.00 0.01 0.234



8
Properties=species:S:1:pos:R:3:forces:R:3:nbo_charge:R:1 method="wB97M-V/def2-TZVPD" total_energy_ev=-7600.2595 molar_mass_g_mol=73.06 homo_energy_ev=-10.3 smiles="N#[N+][O-].C=N" e_lumo_ha=0.0404
N 2.179793 -1.365917 0.111704 -0.50 1.42 -0.06 -0.089
N 2.145174 -0.252945 -0.056618 0.94 -1.39 -0.13 0.437
O 2.252083 0.902245 -0.276563 -0.17 0.03 0.19 -0.347
C -1.491454 -0.173171 0.123926 -1.80 -1.06 0.78 -0.040
N -0.480994 0.411925 -0.371556 -1.00 2.43 1.08 -0.627
H -2.534498 0.281316 0.463681 2.27 -0.42 -0.59 0.151
H -1.494547 -1.328497 0.301902 0.28 2.00 -0.71 0.166
H -0.575556 1.525046 -0.296474 -0.03 -3.01 -0.57 0.350